Record 1
Here is a single C5H9NO molecule from the Open Molecules 2025 dataset. Energies are from the ωB97M-V functional and the def2-TZVPD basis.

## Properties
- orbital gap (hartree) = 0.3319
- spin multiplicity = 1
- calculated total energy (Ha) = -325.806961
- charge = 0
- SMILES = C=C/C=C(\C)NO
- LUMO energy (eV) = 1.02
- energy above the lowest of the compared OMol25 structures with the same formula, charge and spin (kJ/mol) = 342.9
- highest occupied orbital energy (eV) = -8.016

Element x y z (Å)
C: -0.16482 -1.59517 0.17562
N: 2.05946 -0.48794 0.08021
C: 0.60904 -0.30708 0.13050
C: 0.13127 0.93479 0.12578
C: -1.31515 1.29083 0.29396
C: -2.33467 0.81074 -0.42186
O: 2.84423 0.46381 -0.58045
H: 3.17556 1.01329 0.15453
H: 2.32640 -1.43324 -0.20364
H: 0.77862 1.80721 0.11591
H: -1.49559 2.11927 0.97782
H: 0.32353 -2.31492 0.84196
H: -0.20175 -2.02191 -0.83287
H: -1.18132 -1.48141 0.55854
H: -2.21459 0.00483 -1.13847
H: -3.34020 1.19690 -0.27755

Cartesian forces (eV/Å) of the 2 atoms listed first:
C 0.3 0.0 0.2
N -1.5 -1.3 0.7

Now the Mulliken charges, all in e: C -1.46; N -0.27; C 0.66; C -0.26; C -0.35; C -0.77; O -0.43; H 0.34; H 0.26; H 0.31; H 0.31; H 0.41; H 0.28; H 0.43; H 0.29; H 0.25



Record 2
Here is a single C4H6O2 molecule from the Open Molecules 2025 dataset. Energies are from the ωB97M-V functional and the def2-TZVPD basis.

## Properties
- orbital gap (hartree) = 0.3941
- spin multiplicity = 1
- calculated total energy (Ha) = -306.405416
- charge = 0
- SMILES = OCC#CCO
- LUMO energy (eV) = 0.76
- energy above the lowest of the compared OMol25 structures with the same formula, charge and spin (kJ/mol) = 264.9
- highest occupied orbital energy (eV) = -9.968

Element x y z (Å)
O: 1.01337 -2.11574 1.15189
C: 0.20290 -2.08174 -0.00654
C: -0.20894 -0.69940 -0.28881
C: -0.40595 0.48902 -0.22396
C: -0.59654 1.94159 -0.19300
O: 0.61517 2.66369 -0.27991
H: 0.49086 -1.67970 1.83825
H: -0.67915 -2.73299 0.09026
H: 0.80128 -2.48290 -0.82640
H: -1.29215 2.18234 -1.00942
H: -1.06462 2.23344 0.75511
H: 1.12379 2.28239 -1.00746

Cartesian forces (eV/Å) of the 2 atoms listed first:
O -0.3 -0.1 0.2
C -0.2 -0.1 -0.4

Now the Mulliken charges, all in e: O -0.50; C -0.44; C 0.31; C -0.03; C -0.51; O -0.51; H 0.31; H 0.26; H 0.28; H 0.24; H 0.26; H 0.32



Record 3
Here is 2 unconnected molecules or ions with the total composition C3H8NOP from the Open Molecules 2025 dataset. Energies are from the ωB97M-V functional and the def2-TZVPD basis.

## Properties
- orbital gap (hartree) = 0.3366
- spin multiplicity = 1
- calculated total energy (Ha) = -590.351019
- charge = 0
- SMILES = C=P/C=N/C.O
- LUMO energy (eV) = 0.08
- energy above the lowest of the compared OMol25 structures with the same formula, charge and spin (kJ/mol) = 268.7
- highest occupied orbital energy (eV) = -9.082

Element x y z (Å)
C: -0.06283 0.99304 0.75700
C: 1.22864 1.58866 2.71278
C: -1.18198 -0.67741 -1.02070
N: 0.97619 1.48239 1.26570
O: -0.56407 -2.50950 -3.66142
P: -0.13679 0.62123 -1.07245
H: -0.85642 0.61303 1.45221
H: -0.02021 -2.54033 -2.87519
H: 2.23741 1.93135 2.77825
H: 0.70981 2.49143 3.04767
H: 0.86988 0.54569 3.14951
H: -1.25208 -1.30667 -1.88942
H: -0.21947 -2.28055 -4.46751
H: -1.72808 -0.95233 -0.17642

Cartesian forces (eV/Å) of the 2 atoms listed first:
C -0.4 -0.5 1.0
C -2.0 -1.4 -1.2

Now the Mulliken charges, all in e: C -0.04; C -0.71; C -0.61; N -0.42; O -0.65; P -0.05; H 0.30; H 0.35; H 0.28; H 0.26; H 0.32; H 0.48; H 0.30; H 0.19



Q: Among the records above, which one has the highest orbital gap?
A: C4H6O2



Q: The highest highest occupied orbital energy belongs to which entry?
A: C5H9NO



Q: What is the formula in the second record?
A: C4H6O2